Molecular formula: C3H2NO3S
Method: DFT, ωB97M-V/def2-TZVPD

Calculated values
Total charge: -1
HOMO energy in eV: -3.85
Electronic energy in a.u.: -794.15591
Energy above the lowest of the compared OMol25 structures with the same formula, charge and spin in eV: 2.7603
Kohn-Sham gap in eV: 7.221

Positions of all 10 atoms, in Å:
S1 1.81368 -0.05086 -0.35758
O1 2.56729 0.08115 0.90569
O2 -1.66481 -1.67740 0.00189
O3 -2.25770 1.09555 0.30661
N1 0.50940 -1.15027 -0.13924
C1 -1.09052 0.70597 0.05689
C2 -0.82014 -0.80610 -0.02741
C3 -0.06049 1.48051 -0.35497
H1 0.69627 -2.14110 -0.23274
H2 0.30702 2.46256 -0.15913

Cartesian forces, eV/Å:
S -3.21 1.73 0.12
O 0.32 -0.06 0.21
O -0.05 0.36 0.02
O 0.20 -0.24 0.28
N 0.88 0.04 -0.18
C -1.04 0.11 -0.33
C -0.06 -0.53 0.17
C 2.98 -1.81 -0.40
H -0.07 0.11 -0.01
H 0.07 0.28 0.12

Molecular formula: C10H15FN3
Method: DFT, ωB97M-V/def2-TZVPD

Calculated values
Total charge: +1
HOMO energy in eV: -12.17
Electronic energy in a.u.: -653.76780
Energy above the lowest of the compared OMol25 structures with the same formula, charge and spin in eV: 3.5481
Kohn-Sham gap in eV: 7.619
Structure (SMILES): C[C@@H](F)N/C(N)=[NH+]\Cc1ccccc1

Positions of all 29 atoms, in Å:
F1 3.12488 0.67818 -2.07202
N1 2.93444 -1.22337 0.33673
N2 0.61109 -2.14489 0.10678
N3 1.23811 0.06106 -0.81119
C1 -0.42735 -1.80009 1.12310
C2 -3.02076 1.37886 1.05406
C3 -3.21893 0.12044 -1.33601
C4 -1.55030 -0.77565 0.58811
C5 -3.60406 1.26392 -0.37267
C6 2.80773 1.91888 0.13963
C7 2.16213 1.18672 -1.12995
C8 -1.97596 0.35865 1.57450
C9 1.54073 -1.04232 -0.14980
C10 -2.17135 -0.92110 -0.84781
H1 0.25842 0.15051 -1.16149
H2 -0.99350 -2.78322 1.34834
H3 -4.35230 2.04668 -0.75497
H4 3.94373 1.71217 0.13088
H5 -3.63315 0.00374 -2.38648
H6 0.21809 -2.54914 -0.75358
H7 -1.52106 0.40991 2.62678
H8 2.63682 3.04600 0.06812
H9 2.32142 1.52077 1.08902
H10 3.40870 -1.83335 -0.34928
H11 1.55922 1.98516 -1.70515
H12 2.82835 -1.71029 1.24819
H13 -3.34248 2.21464 1.75600
H14 -1.81955 -1.79961 -1.48107
H15 0.03691 -1.47327 2.12122

Cartesian forces, eV/Å:
F -1.42 0.69 1.81
N -2.99 0.43 -0.42
N 0.84 1.98 0.15
N -0.14 -1.26 0.52
C -2.33 -0.48 0.09
C 1.21 -2.65 -1.71
C 2.19 -0.18 3.67
C -1.50 2.24 -0.14
C 1.78 -2.02 0.64
C 0.49 -0.54 -0.40
C 0.67 1.62 -0.82
C -1.59 -0.40 -4.25
C 1.32 -0.77 -0.18
C -0.63 2.88 2.72
H 0.78 -0.22 0.44
H 1.12 1.45 -0.30
H 1.31 -1.36 0.82
H -1.94 0.27 0.17
H 0.46 0.37 1.67
H 0.19 0.51 0.46
H -0.85 -0.01 -1.85
H 0.19 -1.68 0.00
H 0.81 0.58 -1.22
H -0.10 0.37 0.50
H 0.73 -1.66 0.78
H 0.33 -0.04 -1.00
H 0.39 -1.23 -1.25
H -0.75 1.38 0.77
H -0.57 -0.26 -1.68

Molecular formula: C23H23FN2O11
Method: DFT, ωB97M-V/def2-TZVPD

Calculated values
HOMO energy in eV: -8.20
Electronic energy in a.u.: -1926.96683
Energy above the lowest of the compared OMol25 structures with the same formula, charge and spin in eV: 0.0000
Kohn-Sham gap in eV: 6.433
Structure (SMILES): O=C(NF)OCCCNCc1ccccc1O.O=C1C=C(O)C(=O)C=C1O.O=C1C=C(O)C(=O)C=C1O

Positions of all 60 atoms, in Å:
F1 -0.59327 0.83546 -2.42681
O1 1.50035 0.86213 0.51726
O2 2.30456 6.87034 3.37019
O3 -2.32747 -2.95815 1.98263
O4 -0.06658 5.53626 3.36777
O5 6.27418 -1.72026 -0.74280
O6 -3.31899 2.37705 -1.51447
O7 3.80104 4.78673 -0.57084
O8 4.08574 -3.05192 0.17261
O9 -1.56554 2.30057 0.06115
O10 3.67210 2.18843 -0.48647
O11 1.38074 3.51102 -0.62205
N1 -3.49248 -2.58501 -1.34026
N2 -0.88805 2.16133 -2.17796
C1 -2.04777 -5.73598 -0.97333
C2 -3.94386 -3.79531 -0.59820
C3 1.58149 4.26865 0.31611
C4 3.12084 5.85953 1.40479
C5 0.59244 4.48152 1.37528
C6 -0.56379 -4.74191 1.59285
C7 -2.59020 -4.54834 -0.10728
C8 -4.36535 -1.39654 -1.12813
C9 -3.37955 -0.10084 -1.23638
C10 2.64496 0.18995 0.20862
C11 -0.01755 -5.90536 0.74251
C12 5.12517 -1.04741 -0.46223
C13 2.12106 6.09028 2.45183
C14 -1.88607 -4.03298 1.16991
C15 -4.12376 1.28839 -0.96204
C16 -1.96424 2.27039 -1.13752
C17 3.79191 0.98464 -0.32569
C18 5.03592 0.27302 -0.63515
C19 0.84058 5.32995 2.37603
C20 2.87632 5.00858 0.40478
C21 2.73545 -1.13190 0.37756
C22 -0.73616 -6.42695 -0.53458
C23 3.97229 -1.84482 0.04493
H1 4.05216 6.40418 1.48139
H2 3.39465 4.13692 -1.17542
H3 -3.14510 -2.54649 1.63075
H4 1.67817 1.80173 0.30787
H5 0.95750 -6.38579 1.07018
H6 -2.55614 -0.31021 -0.45066
H7 0.34622 6.19047 3.96508
H8 -4.90043 -1.43043 -0.10490
H9 -5.11413 1.29760 -1.54330
H10 -2.90191 -0.17545 -2.28226
H11 -4.54465 -3.57616 0.34562
H12 -0.32984 -7.27643 -1.17876
H13 5.86458 0.86223 -1.00447
H14 -5.18209 -1.30952 -1.93811
H15 1.91250 -1.72048 0.76127
H16 -0.01403 2.54055 -1.76169
H17 -0.33379 3.92538 1.30745
H18 6.08337 -2.65644 -0.53669
H19 -3.29990 -2.77010 -2.33071
H20 -4.34257 1.42061 0.15615
H21 -2.61135 -6.04100 -1.91312
H22 -4.57392 -4.48982 -1.27485
H23 -0.02578 -4.34191 2.51453

Cartesian forces, eV/Å:
F -0.22 -0.85 0.01
O 1.54 -0.22 -0.42
O -0.37 -0.25 -0.05
O 0.17 -1.54 -1.55
O 1.22 0.20 -0.69
O -1.28 0.09 0.41
O 2.65 -0.87 0.33
O -1.53 0.38 0.72
O 0.36 0.28 -0.14
O -2.19 0.16 -4.28
O 0.06 -0.84 0.19
O 0.07 0.43 -0.13
N -1.51 0.33 1.37
N -1.26 2.09 0.33
C 2.31 1.47 3.78
C 1.62 -1.50 -0.12
C -0.74 0.11 0.39
C -0.21 0.17 0.41
C 0.09 -0.31 -0.43
C -1.96 -0.75 -2.97
C 1.05 -1.19 0.24
C 0.24 1.25 -0.72
C -0.53 -1.15 0.64
C -1.40 0.24 0.52
C -2.71 1.45 -0.85
C 1.34 -0.12 -0.43
C 0.82 0.36 -0.07
C 1.77 -2.90 -1.90
C -0.37 -1.55 -0.16
C 1.44 -0.38 3.80
C 0.63 0.14 -0.25
C -0.24 0.37 -0.01
C -1.19 -0.16 0.72
C 1.42 0.05 -0.99
C 0.27 -0.34 -0.04
C -1.77 3.02 1.61
C -0.79 -0.34 0.32
H -0.03 -0.02 -0.02
H 0.29 -0.06 0.15
H 0.76 -0.55 -0.02
H -0.30 -0.20 -0.10
H -1.48 0.70 -0.52
H -1.22 0.57 -1.35
H -0.10 -0.07 -0.04
H 1.01 -0.08 -1.56
H 1.54 0.25 0.85
H -0.76 0.52 1.60
H 0.62 0.12 -1.44
H -0.49 1.37 1.24
H -0.02 -0.02 0.01
H 0.97 -0.05 1.21
H 0.00 0.02 -0.04
H -0.91 -0.45 0.11
H 0.03 -0.01 -0.01
H 0.06 0.10 -0.05
H -0.29 0.05 0.71
H 0.48 -0.01 -1.63
H 0.84 0.44 1.50
H 0.94 0.83 1.26
H -0.77 -0.79 -1.48

Molecular formula: C4H8NO3
Method: DFT, ωB97M-V/def2-TZVPD

Calculated values
Total charge: -1
HOMO energy in eV: -3.26
Electronic energy in a.u.: -437.73447
Energy above the lowest of the compared OMol25 structures with the same formula, charge and spin in eV: 1.9323
Kohn-Sham gap in eV: 6.399

Positions of all 16 atoms, in Å:
O1 -0.52892 -0.63725 -0.87062
O2 -0.00220 0.94725 1.51079
O3 0.06626 3.18229 1.27964
N1 -1.40743 -2.56122 -0.08719
C1 -0.14601 -2.55709 -2.20891
C2 0.57395 2.02940 1.24801
C3 -0.67646 -1.82151 -1.01126
C4 1.93817 1.90644 0.56372
H1 -1.79495 -2.07439 0.70376
H2 0.75654 -2.06030 -2.58164
H3 1.82651 2.44119 -0.38702
H4 2.14504 0.82915 0.41836
H5 -0.11734 -3.63906 -2.17826
H6 2.83978 2.30983 1.01080
H7 -0.71051 -2.08464 -3.01245
H8 -1.85276 -3.39421 -0.42494

Cartesian forces, eV/Å:
O 0.26 0.07 -0.39
O 0.40 0.15 0.64
O 0.47 -0.03 0.37
N 0.55 -0.33 -0.66
C 0.12 1.41 -0.82
C -1.20 0.15 -0.43
C -0.41 0.26 1.03
C 0.44 -0.85 -0.63
H -0.06 0.21 -0.15
H 0.68 -0.61 0.99
H 0.12 -0.33 -0.06
H -0.13 0.49 -0.28
H -0.05 0.00 -0.21
H -0.11 0.46 0.66
H -1.03 -0.93 -0.34
H -0.06 -0.13 0.27

Molecular formula: C10H16
Method: DFT, ωB97M-V/def2-TZVPD

Calculated values
HOMO energy in eV: -9.04
Electronic energy in a.u.: -390.61977
Energy above the lowest of the compared OMol25 structures with the same formula, charge and spin in eV: 0.4381
Kohn-Sham gap in eV: 9.962
Structure (SMILES): Cc1ccccc1.CCC

Positions of all 26 atoms, in Å:
C1 -1.61779 2.41138 -1.96720
C2 1.59877 -0.63010 0.85280
C3 -0.23020 -2.72128 0.63045
C4 -0.26002 -1.91403 1.76133
C5 0.70546 -0.92800 1.88420
C6 1.55986 -1.39348 -0.31121
C7 -1.30217 3.47861 -0.90590
C8 -2.97384 1.76229 -1.76650
C9 0.68552 -2.46995 -0.36842
C10 2.67566 0.39526 1.13895
H1 -0.48433 4.09028 -1.28950
H2 -2.13707 4.18590 -0.86749
H3 2.21906 1.35642 1.38471
H4 3.25825 0.08324 1.99416
H5 3.21791 0.61948 0.21621
H6 0.80699 -0.33323 2.78974
H7 -1.08952 3.06592 0.06212
H8 0.70977 -3.14030 -1.22269
H9 -0.79426 1.68727 -1.99653
H10 -2.97138 0.93458 -1.05530
H11 -3.41902 1.34987 -2.67378
H12 -0.93205 -2.05383 2.59186
H13 -0.89714 -3.57546 0.58001
H14 2.33590 -1.21397 -1.04636
H15 -3.67355 2.48881 -1.34370
H16 -1.53177 2.88925 -2.93874

Cartesian forces, eV/Å:
C 0.65 0.06 0.23
C 0.16 -0.24 0.49
C -0.46 -0.14 0.54
C 0.75 0.29 0.08
C -0.02 0.51 -0.18
C 0.41 0.09 0.87
C -0.33 0.40 -1.41
C -0.45 -0.26 0.20
C -0.04 -0.21 -0.87
C -1.06 0.48 -0.97
H 0.36 -0.15 0.42
H -0.08 -0.19 0.35
H -0.11 -0.03 0.25
H 0.55 -0.03 -0.11
H 0.53 -0.35 0.38
H -0.27 -0.15 0.00
H 0.10 -0.08 0.48
H 0.03 0.12 0.01
H -0.25 -0.17 0.19
H 0.31 0.02 0.11
H 0.13 0.15 -0.10
H -0.25 -0.30 -0.04
H 0.03 0.10 -0.20
H -0.26 -0.12 -0.27
H -0.05 0.04 -0.22
H -0.38 0.17 -0.23

Molecular formula: C7H8NOS
Method: DFT, ωB97M-V/def2-TZVPD

Calculated values
Total charge: -1
HOMO energy (alpha / beta) in eV: -3.28 / -3.27
Electronic energy in a.u.: -799.51321
Energy above the lowest of the compared OMol25 structures with the same formula, charge and spin in eV: 3.8908
Kohn-Sham gap (alpha / beta) in eV: 6.801 / 6.799

Positions of all 18 atoms, in Å:
S1 2.77154 -2.16737 -0.06553
O1 3.92862 0.77505 0.23344
N1 2.61688 0.65884 0.02304
C1 -1.12374 -1.47558 -0.21842
C2 0.49862 1.98535 -0.19016
C3 -0.22425 -0.33726 -0.26207
C4 1.81885 1.82469 -0.11514
C5 2.30054 -0.60292 0.01564
C6 -0.49892 0.95193 -0.13436
C7 -2.58465 -1.23272 0.30304
H1 -3.25227 -1.97622 -0.15123
H2 -2.80928 -0.07174 0.05563
H3 2.58486 2.56152 -0.00286
H4 0.27291 3.10185 -0.15595
H5 -1.42870 1.47478 0.10472
H6 -1.47136 -1.85311 -1.28108
H7 -0.77722 -2.28624 0.34964
H8 -2.62247 -1.33086 1.49165

Cartesian forces, eV/Å:
S -0.23 1.40 0.25
O 0.33 1.25 0.04
N -0.10 -2.45 0.04
C -3.42 -0.14 -2.14
C 1.27 1.76 0.33
C 2.55 0.26 0.15
C 1.35 -1.01 0.42
C -3.00 -0.45 -0.94
C -0.41 0.96 0.16
C 0.52 2.68 2.22
H -0.15 0.58 0.21
H -0.20 -2.94 0.44
H -0.18 1.10 -0.23
H -0.33 -1.66 -0.17
H -0.79 -0.75 -0.20
H 1.78 0.50 1.49
H 1.11 -1.34 0.39
H -0.08 0.25 -2.45